Record 1
Here is a molecular structure, C18H11AuCl3F6N2O2 in a non-equilibrium geometry from the Open Molecules 2025 dataset. Energies are from ωB97M-V/def2-TZVPD.

Computed properties:
Highest occupied orbital energy (eV): -4.1
LUMO (eV): 1.909
Gap between HOMO and LUMO (eV): 5.97

```
! wB97M-V def2-TZVPD RIJCOSX def2/J DEFGRID3
* xyz -1 1
Au 0.1884 -1.0757 0.3817
Cl -1.2893 -5.8335 -2.5641
C -1.2748 -4.1009 -2.8428
C -1.6207 -3.7279 -4.1173
C -1.4751 -2.4324 -4.5593
Cl -2.2842 -2.2236 -6.0510
C -1.0075 -1.3550 -3.6683
C -1.1036 -0.0158 -4.0287
C -0.8757 0.9908 -3.0731
C -0.4775 0.6028 -1.7997
N -0.5086 -0.7078 -1.4978
C -0.7569 -1.7393 -2.3599
C -0.7235 -3.1489 -1.8757
O -0.3529 -3.4246 -0.7202
H -2.0440 -4.4634 -4.7765
H -1.1134 0.1840 -5.1148
H -0.8984 2.0407 -3.4126
H -0.3355 1.2413 -0.9237
Cl 2.5013 0.4156 5.0775
C 1.9153 -0.9467 4.1576
C 1.7778 -2.2723 4.6747
C 1.4494 -3.2469 3.7730
C 1.0671 -2.9292 2.4748
N 1.1035 -1.6619 2.0541
C 1.5668 -0.6607 2.8206
H 1.9762 -2.5449 5.6962
H 1.4863 -4.2726 4.0518
H 0.7937 -3.6837 1.7401
H 1.7199 0.3197 2.3642
C 0.0293 3.6742 2.5126
C 0.0920 3.2106 0.9743
O 0.3119 1.8363 0.8151
C -1.2441 3.5059 0.2644
F -1.7736 4.7262 0.6669
F -2.2283 2.6064 0.5950
F -1.1550 3.5348 -1.0624
C 1.3180 3.9104 0.3243
F 1.7691 3.3543 -0.8420
F 2.4203 3.9474 1.1559
F 0.9383 5.1818 0.0118
H -0.8750 3.2333 3.0070
H 0.0927 4.7653 2.6835
H 0.9004 3.1855 3.0127
*
```

=====

Record 2
Here is 14 unconnected molecules or ions with the total composition C41H87N5O28 in a non-equilibrium geometry from the Open Molecules 2025 dataset. Energies are from ωB97M-V/def2-TZVPD.

Computed properties:
Highest occupied orbital energy (eV): -10.0
LUMO (eV): -0.664
Gap between HOMO and LUMO (eV): 9.30

```
! wB97M-V def2-TZVPD RIJCOSX def2/J DEFGRID3
* xyz 0 1
C 0.3923 0.0278 0.3370
N 0.8434 -0.2160 -1.0666
O 2.0024 -0.6019 -1.2026
O 0.0759 0.1187 -1.9564
H 0.5124 1.0990 0.4990
H 1.1542 -0.4411 0.9596
H -0.5784 -0.4323 0.5218
C -6.2599 2.9506 2.4898
N -5.0862 3.5623 1.7775
O -5.1251 4.7788 1.7101
O -4.2704 2.7655 1.2636
H -6.2164 3.2556 3.5354
H -6.2396 1.8608 2.4798
H -7.1754 3.2406 1.9743
C -3.0210 -5.8309 3.8852
N -3.0264 -4.3875 3.3568
O -3.9553 -3.6321 3.6908
O -1.9954 -3.9601 2.8460
H -2.0292 -6.1399 4.2153
H -3.1972 -6.5296 3.0673
H -3.7965 -5.8048 4.6507
C 1.0159 -5.1749 2.1780
N 0.6192 -4.5207 0.9538
O 0.3899 -3.3645 1.0597
O 0.6451 -5.2341 -0.0125
H 2.0908 -5.2906 2.0394
H 0.5377 -6.1523 2.1151
H 0.6545 -4.6376 3.0548
C 3.9660 -0.9038 -4.0133
N 5.3555 -0.4886 -3.5947
O 5.6327 0.6586 -3.5887
O 6.2043 -1.3279 -3.3861
H 3.7222 -1.5126 -3.1427
H 4.0654 -1.3825 -4.9875
H 3.3784 0.0138 -3.9842
O 2.2694 1.5344 2.2555
C 3.0373 2.5323 2.2700
O 4.0527 2.7652 1.2762
C 4.1460 1.9296 0.1183
C 3.1857 2.6246 -0.9256
C 2.9937 3.5100 3.4278
H 3.8902 0.9297 0.4690
H 5.1458 1.8835 -0.3136
H 3.0942 2.0541 -1.8499
H 3.5898 3.6264 -1.0720
H 2.2588 2.6594 -0.3531
H 2.0965 4.1289 3.4234
H 3.8206 4.1814 3.1962
H 3.0210 3.0359 4.4089
O 4.3437 -4.3814 1.3852
C 4.8800 -3.4981 0.6821
O 6.0034 -3.6696 -0.1742
C 6.8677 -4.8762 -0.1814
C 7.8911 -4.7669 0.9868
C 4.2432 -2.1535 0.6882
H 7.3077 -4.9384 -1.1767
H 6.3196 -5.8179 -0.1505
H 7.2863 -4.2170 1.7078
H 8.7059 -4.0936 0.7208
H 8.3702 -5.7026 1.2751
H 3.2455 -2.2617 1.1135
H 4.3753 -1.7639 -0.3213
H 4.7772 -1.4609 1.3388
O -6.8769 -0.9150 3.3666
C -7.0761 -1.7030 2.4483
O -6.1722 -2.0799 1.6761
C -4.7981 -1.6616 1.9723
C -4.4191 -0.4508 1.1012
C -8.3831 -2.3148 2.1313
H -4.1221 -2.4413 1.6211
H -4.4985 -1.5420 3.0135
H -3.3733 -0.2088 1.2904
H -5.0990 0.3813 1.2843
H -4.4376 -0.7600 0.0561
H -8.9538 -2.4921 3.0429
H -8.1540 -3.2976 1.7193
H -8.9612 -1.7048 1.4371
O 1.4579 5.4318 0.9076
C 2.1629 6.3137 0.3907
O 2.1972 6.7548 -0.9040
C 1.5756 6.0198 -1.9496
C 1.9665 6.6522 -3.3535
C 3.2911 6.9171 1.2336
H 0.4977 5.9950 -1.7898
H 1.8310 4.9607 -1.9170
H 1.1566 7.2891 -3.7091
H 2.0731 5.9062 -4.1411
H 2.8431 7.2987 -3.3132
H 4.2277 6.6226 0.7601
H 3.2968 6.4497 2.2182
H 3.3435 8.0057 1.2544
O -0.4372 2.1317 6.6556
C -1.2667 1.5572 5.9604
O -1.4647 1.7513 4.5940
C -0.5840 2.5869 3.9106
C -1.2677 2.7908 2.4641
C -2.3553 0.6729 6.5963
H 0.4451 2.2325 3.8521
H -0.4586 3.5892 4.3202
H -2.1310 3.4533 2.4004
H -1.6348 1.8663 2.0182
H -0.5303 3.1926 1.7692
H -3.3244 1.1615 6.4950
H -2.1096 0.6191 7.6569
H -2.4022 -0.3212 6.1517
O 1.6376 -3.1078 -4.9394
C 0.9727 -3.6354 -4.0455
O -0.3417 -3.6731 -3.8529
C -1.1219 -2.6935 -4.4565
C -2.6353 -2.9302 -4.3466
C 1.7105 -4.4961 -3.0519
H -0.7857 -2.4751 -5.4701
H -0.8741 -1.8400 -3.8254
H -2.8702 -3.8500 -4.8822
H -3.1863 -2.1195 -4.8234
H -2.9128 -2.9486 -3.2926
H 2.4741 -5.1512 -3.4712
H 1.0075 -4.9791 -2.3733
H 2.3532 -3.9141 -2.3912
O -2.9520 6.1214 -2.1478
C -2.5764 5.4880 -1.2143
O -2.6397 4.2073 -0.9646
C -2.9545 3.2295 -1.9592
C -1.7460 2.8944 -2.9512
C -2.0922 6.1910 0.0245
H -3.8414 3.6206 -2.4578
H -3.1504 2.2878 -1.4466
H -0.8664 2.5350 -2.4171
H -1.4221 3.8057 -3.4540
H -2.0596 2.1869 -3.7189
H -1.5763 5.5831 0.7677
H -2.9363 6.6081 0.5736
H -1.3873 7.0005 -0.1653
O -1.9557 -0.8597 -7.9251
C -1.4328 0.2684 -7.8478
O -0.9419 0.9885 -8.7701
C -1.2034 0.7367 -10.1153
C 0.1604 0.5914 -10.7212
C -0.8324 0.7105 -6.4752
H -1.8244 1.5574 -10.4744
H -1.7067 -0.2153 -10.2836
H 0.8859 1.3554 -10.4417
H 0.0416 0.6140 -11.8045
H 0.6931 -0.3483 -10.5749
H -0.9734 -0.0801 -5.7381
H -1.4413 1.4549 -5.9622
H 0.2108 1.0042 -6.5914
O 0.1679 -1.8069 6.5027
C 0.5041 -2.2650 5.4420
O 1.1635 -3.3719 5.2344
C 1.3590 -4.3392 6.1836
C 0.3114 -5.4185 5.9905
C 0.1318 -1.5603 4.1089
H 1.2993 -3.9719 7.2082
H 2.3454 -4.7345 5.9411
H 0.3901 -6.0766 6.8559
H 0.3380 -5.8964 5.0112
H -0.7072 -5.0343 6.0441
H -0.0376 -0.4940 4.2584
H -0.7523 -1.9292 3.5889
H 1.0010 -1.6957 3.4653
*
```

=====

Record 3
Here is 2 unconnected molecules or ions with the total composition C5H12N4 in a non-equilibrium geometry from the Open Molecules 2025 dataset. Energies are from ωB97M-V/def2-TZVPD.

Computed properties:
Highest occupied orbital energy (spin up / spin down) (eV): -7.8 / -7.8
LUMO (spin up / spin down) (eV): 0.703 / 0.703
Gap between HOMO and LUMO (spin up / spin down) (eV): 8.50 / 8.50

```
! wB97M-V def2-TZVPD RIJCOSX def2/J DEFGRID3
* xyz 0 1
C 1.0580 0.1932 3.0515
N 0.4887 -1.3167 0.6137
C 0.0907 0.5605 1.9795
N -0.1246 -0.2188 0.9453
H 1.1819 -1.5749 1.3127
H 0.4520 -1.7351 -1.4512
H -0.5298 1.4323 2.0804
H 1.0531 0.9522 3.8288
H 2.0764 0.1119 2.6595
H 0.7991 -0.7675 3.5064
C 0.0302 -1.0912 -2.2830
N 0.7741 0.0028 -2.6173
C -1.1353 0.1606 0.0055
C -1.2651 1.3922 -0.4631
N -1.0908 -1.4313 -2.7511
H 1.5761 0.2466 -2.0629
H 0.3797 0.7182 -3.2069
H -1.4691 -0.7744 -3.4376
H -1.7350 -0.6730 -0.3256
H -0.6046 2.1958 -0.1750
H -2.0057 1.6165 -1.2095
*
```

=====

Record 4
Here is C4H4S in the gas phase in a non-equilibrium geometry from the Open Molecules 2025 dataset. Energies are from ωB97M-V/def2-TZVPD.

Computed properties:
Highest occupied orbital energy (eV): -7.9
LUMO (eV): -1.096
SMILES string: C#S#CC=C
Gap between HOMO and LUMO (eV): 6.83

```
! wB97M-V def2-TZVPD RIJCOSX def2/J DEFGRID3
* xyz 0 1
C -0.5516 1.1622 2.6223
S -0.7559 -0.6217 2.8114
C -0.3935 -0.3703 1.2570
C -0.0751 -0.8585 0.0011
C -0.2447 -0.0656 -1.0749
H 0.5179 1.3716 2.7821
H 0.3036 -1.8770 -0.0847
H -0.0582 -0.3943 -2.0813
H -0.6333 0.9303 -0.9399
*
```

=====

Record 5
Here is 8 unconnected molecules or ions with the total composition C30H60O11S in a non-equilibrium geometry from the Open Molecules 2025 dataset. Energies are from ωB97M-V/def2-TZVPD.

Computed properties:
Highest occupied orbital energy (eV): -9.2
LUMO (eV): 0.355
SMILES string: O=S1(=O)OCCO1.C1CCOC1.C1CCOC1.C1CCOC1.C1CCOC1.C1CCOC1.C1CCOC1.C1CCOC1
Gap between HOMO and LUMO (eV): 9.51

```
! wB97M-V def2-TZVPD RIJCOSX def2/J DEFGRID3
* xyz 0 1
O -2.4864 2.0509 -0.8519
S -1.1408 1.5727 -0.8329
O -0.0881 2.3199 -1.4376
O -0.6901 1.1191 0.6584
C -1.0009 -0.2426 0.9461
C -1.4284 -0.8747 -0.3878
O -1.1345 0.0651 -1.4037
H -0.1449 -0.7728 1.3559
H -1.8237 -0.2485 1.6598
H -2.4594 -1.2125 -0.3035
H -0.7688 -1.7175 -0.5896
C 3.3246 -5.1916 1.8426
C 3.2889 -3.6750 1.8449
C 1.8827 -3.2914 2.2577
O 1.0828 -4.3661 1.7500
C 1.8412 -5.5818 1.9281
H 3.8250 -5.6947 2.6709
H 3.7968 -5.5646 0.9340
H 3.4868 -3.2462 0.8639
H 4.1002 -3.3282 2.4919
H 1.5722 -2.3267 1.8567
H 1.6991 -3.2316 3.3385
H 1.4927 -6.2907 1.1753
H 1.4637 -5.9504 2.8886
C -3.5772 -0.0760 -4.7453
C -3.6573 0.5239 -6.1547
C -2.4721 1.4893 -6.1888
O -1.4711 0.7244 -5.5400
C -2.0805 0.1448 -4.3627
H -3.8033 -1.1399 -4.7669
H -4.2015 0.4576 -4.0325
H -4.6155 1.0314 -6.2943
H -3.5178 -0.2251 -6.9283
H -2.5859 2.5207 -5.8448
H -2.1679 1.5810 -7.2368
H -1.9580 0.8909 -3.5816
H -1.5288 -0.7760 -4.1997
C 3.8676 3.8920 -3.2469
C 4.4687 3.3945 -4.5241
C 3.4021 3.8390 -5.5261
O 2.1657 3.5775 -4.8764
C 2.3640 3.5373 -3.4525
H 4.0099 4.9378 -2.9866
H 4.1987 3.2762 -2.4039
H 4.5547 2.3080 -4.5516
H 5.4291 3.8341 -4.8033
H 3.4096 3.3592 -6.5069
H 3.4444 4.9218 -5.7221
H 2.2004 2.5142 -3.1195
H 1.7433 4.2874 -2.9693
C -4.8193 1.9152 2.3088
C -4.4009 1.0329 3.4833
C -4.4939 2.0626 4.6579
O -4.2066 3.3204 4.0507
C -4.0503 3.1821 2.6308
H -5.8926 2.0783 2.4226
H -4.5740 1.3915 1.3856
H -3.3284 0.8097 3.4516
H -4.9633 0.1076 3.5834
H -3.7023 1.8055 5.3574
H -5.5304 2.0798 4.9955
H -2.9859 3.0898 2.3923
H -4.4565 4.0561 2.1246
C -0.0233 1.7713 3.9742
C 1.2960 1.1444 4.3898
C 2.0698 2.3621 4.8647
O 1.0826 3.2909 5.3644
C -0.2308 2.8369 5.0295
H -0.7815 0.9815 3.9644
H 0.0440 2.1830 2.9646
H 1.7594 0.6310 3.5446
H 1.1473 0.4051 5.1795
H 2.6396 2.8061 4.0478
H 2.7631 2.0852 5.6589
H -0.7985 3.6870 4.6500
H -0.8489 2.3858 5.8156
C 2.6940 0.4599 -0.3169
C 4.1328 -0.0257 -0.1842
C 4.8373 1.1400 0.5309
O 3.8426 1.5481 1.4580
C 2.5957 1.5617 0.7555
H 1.8966 -0.2596 -0.1403
H 2.5952 0.9356 -1.2936
H 4.5723 -0.2724 -1.1556
H 4.2191 -0.9411 0.3975
H 5.2156 1.9538 -0.0901
H 5.6786 0.7040 1.0702
H 2.4184 2.5912 0.4183
H 1.7545 1.4570 1.4462
C -1.8667 -5.4254 0.5149
C -1.0201 -5.1466 -0.6981
C -1.9449 -4.4568 -1.6934
O -2.8865 -3.7860 -0.8637
C -3.1150 -4.5180 0.3347
H -1.4184 -5.3214 1.5018
H -2.1819 -6.4734 0.5177
H -0.6018 -6.0440 -1.1593
H -0.1862 -4.4612 -0.5301
H -2.5193 -5.2007 -2.2623
H -1.4127 -3.7968 -2.3737
H -4.0406 -5.1029 0.3229
H -3.2846 -3.7675 1.1096
*
```

=====

Record 6
Here is C13H17N3O5 in the gas phase in a non-equilibrium geometry from the Open Molecules 2025 dataset. Energies are from ωB97M-V/def2-TZVPD.

Computed properties:
Highest occupied orbital energy (eV): -8.0
LUMO (eV): 0.276
SMILES string: NC(=O)C[C@H](NC(=O)[C@@H](N)Cc1ccc(O)cc1)C(=O)O
Gap between HOMO and LUMO (eV): 8.28

```
! wB97M-V def2-TZVPD RIJCOSX def2/J DEFGRID3
* xyz 0 1
N 5.7723 -1.2317 -1.1420
C 4.7641 -1.4993 -0.1866
O 4.9990 -1.8272 0.9283
C 3.4163 -0.9439 -0.6303
C 2.8785 -0.3863 0.7195
N 1.3955 -0.0214 0.5772
C 0.7723 0.8038 -0.2083
O 1.2714 1.4116 -1.0919
C -0.7740 0.9422 0.1416
N -1.1454 2.2707 -0.1438
C -1.4736 -0.0601 -0.7997
C -2.9094 -0.2759 -0.3785
C -3.4624 -1.5624 0.1837
C -4.7562 -1.5692 0.4486
C -5.7536 -0.5430 0.3375
O -7.0107 -0.8381 0.6967
C -5.1985 0.6623 -0.1676
C -3.7827 0.8447 -0.3998
C 3.8039 0.8378 0.8772
O 3.5465 1.7893 1.7211
O 4.9507 0.8477 0.2673
H 6.7747 -1.2496 -0.6442
H 5.6897 -0.2920 -1.6810
H 2.8409 -1.7178 -1.0498
H 3.7757 -0.3211 -1.4773
H 3.0280 -1.0622 1.6175
H 0.7941 -0.6174 1.3011
H -0.9185 0.6881 1.2017
H -0.3794 2.5603 -0.9295
H -1.2639 2.9111 0.7515
H -1.5633 0.1333 -1.8783
H -1.0300 -0.9677 -0.7315
H -2.6485 -2.3336 0.3608
H -5.0116 -2.4339 1.0276
H -7.5125 0.2300 0.9487
H -5.8516 1.6056 -0.4081
H -3.5064 1.7382 -1.0400
H 5.4786 1.4771 0.8807
*
```